The following is a quantum chemistry calculation of a cluster of 2 separate species, C4H10OS in total, from the OMol25 dataset.

- Structure (SMILES): C=CO.CSC
- Total energy: -631.75301 a.u.
- Maximum force: 0.052 hartree/bohr
- Relative energy (zero: lowest compared OMol25 entry of this formula, charge and spin): 44.97 kcal per mole
- LUMO energy: 0.60 eV
- Total charge: 0
- Highest occupied orbital energy: -0.308 hartree

Geometry as XYZ:
```
16
Properties=species:S:1:pos:R:3:lowdin_charge:R:1
C -4.567 -0.576 -0.349 0.0037
C -3.709 -0.762 0.684 -0.2868
O -2.362 -0.756 0.575 -0.0042
H -5.480 -1.143 -0.269 0.0429
H -4.310 0.153 -1.107 0.0514
H -4.127 -1.213 1.576 0.0977
H -1.953 -1.316 1.234 0.0949
C 2.553 -0.558 0.452 -0.4055
S 3.641 0.002 -0.935 0.7108
C 3.339 1.793 -0.980 -0.4311
H 2.048 0.310 0.888 0.0271
H 1.868 -1.322 0.116 0.0131
H 3.193 -1.027 1.203 0.0193
H 4.300 2.302 -1.023 0.0207
H 2.708 2.089 -0.140 0.0290
H 2.858 2.024 -1.925 0.0170
```

The following is a quantum chemistry calculation of an isolated molecule of CH3ClOSi, from the OMol25 dataset.

- Structure (SMILES): O=C([SiH3])Cl
- Total energy: -864.77671 a.u.
- Maximum force: 0.076 hartree/bohr
- Relative energy (zero: lowest compared OMol25 entry of this formula, charge and spin): 37.82 kcal per mole
- LUMO energy: 0.44 eV
- Total charge: 0
- Highest occupied orbital energy: -0.372 hartree

Geometry as XYZ:
```
7
Properties=species:S:1:pos:R:3:lowdin_charge:R:1
O -1.384 -1.434 -0.092 -0.0122
C -0.901 -0.366 0.014 -0.9885
Si 0.913 0.199 -0.057 0.6973
Cl -2.013 1.045 -0.071 0.5182
H 0.749 0.856 -1.234 -0.0808
H 1.567 -1.000 0.098 -0.0940
H 1.069 0.700 1.342 -0.0399
```

The following is a quantum chemistry calculation of a structure of composition C5H8O2, from the OMol25 dataset.

- Total energy: -345.66949 a.u.
- Maximum force: 0.023 hartree/bohr
- Relative energy (zero: lowest compared OMol25 entry of this formula, charge and spin): 85.01 kcal per mole
- LUMO energy: 0.31 eV
- Total charge: 0
- Highest occupied orbital energy: -0.348 hartree

Geometry as XYZ:
```
15
Properties=species:S:1:pos:R:3:lowdin_charge:R:1
O -1.834 1.250 0.118 -0.0429
C -1.498 -0.121 0.023 -0.2254
C -0.006 -0.036 0.135 -0.3284
C 0.831 0.114 1.182 0.0259
C 1.922 0.551 0.284 -0.3886
O 3.037 0.981 0.407 0.0911
C 0.990 0.330 -0.941 -0.0434
H -2.755 1.373 -0.130 0.0931
H -1.943 -0.723 0.831 0.1248
H -1.825 -0.559 -0.937 0.1256
H 0.020 -2.088 -0.357 0.1108
H 0.707 -0.024 2.250 0.1216
H 0.359 -1.844 0.264 0.1008
H 0.686 1.235 -1.467 0.1193
H 1.309 -0.437 -1.663 0.1158
```

The following is a quantum chemistry calculation of a cluster of 2 separate species, C4H12 in total, from the OMol25 dataset.

- Structure (SMILES): CC.CC
- Total energy: -159.57461 a.u.
- Maximum force: 0.030 hartree/bohr
- Relative energy (zero: lowest compared OMol25 entry of this formula, charge and spin): 6.50 kcal per mole
- LUMO energy: 1.14 eV
- Total charge: 0
- Highest occupied orbital energy: -0.423 hartree

Geometry as XYZ:
```
16
Properties=species:S:1:pos:R:3:lowdin_charge:R:1
C 0.177 -1.087 -1.327 -0.1814
C -1.030 -1.585 -2.076 -0.1660
H 0.231 -1.093 -0.238 0.0521
H 1.105 -1.548 -1.657 0.0634
H 0.438 -0.087 -1.632 0.0515
H -1.037 -1.248 -3.106 0.0613
H -1.056 -2.676 -2.162 0.0631
H -1.970 -1.289 -1.625 0.0596
C 1.101 1.140 1.523 -0.1814
C -0.274 1.541 1.973 -0.1775
H 1.934 1.661 1.985 0.0618
H 1.323 0.076 1.627 0.0587
H 1.147 1.263 0.437 0.0528
H -0.477 1.338 3.019 0.0575
H -0.551 2.589 1.823 0.0653
H -1.060 1.004 1.437 0.0591
```

The following is a quantum chemistry calculation of a structure of composition C21H21FIO4PZn, from the OMol25 dataset.

- Total energy: -3631.12168 a.u.
- Maximum force: 0.030 hartree/bohr
- LUMO energy: -12.23 eV
- Total charge: +2
- Highest occupied orbital energy: -0.549 hartree

Geometry as XYZ:
```
50
Properties=species:S:1:pos:R:3:lowdin_charge:R:1
C -1.781 -4.012 -0.643 0.2382
C -1.935 -2.868 -0.288 -0.1624
C -1.956 -1.423 -0.019 -0.3007
C -0.627 -0.966 0.466 -0.0070
C -0.331 -0.857 1.889 -0.0858
C -1.427 -1.137 2.848 -0.0809
C -2.322 0.172 2.951 -0.3638
C -3.779 -0.173 3.332 -0.0437
C -1.671 1.241 3.858 -0.0271
C 0.939 -0.486 2.291 -0.0053
C 1.943 -0.187 1.384 -0.1478
P 3.628 0.202 2.049 0.7777
O 4.560 -0.879 1.650 -0.3427
C 1.646 -0.241 -0.038 -0.0157
C 0.386 -0.624 -0.453 0.0025
C 0.159 -0.641 -1.964 -0.2506
O -0.527 -1.463 -2.507 0.1561
C 0.853 0.451 -2.717 -0.0900
C 0.078 1.025 -3.873 -0.0757
C -0.065 0.073 -5.084 -0.1767
F -0.128 0.855 -6.214 -0.0242
C 2.068 0.833 -2.313 -0.1331
C 2.882 1.928 -2.967 -0.0932
C 3.621 2.678 -1.862 -0.7270
O 4.769 2.851 -1.751 0.1238
I 2.247 3.491 -0.330 0.9260
C 2.662 0.136 -1.115 -0.3307
O 3.823 -0.117 -1.011 0.1874
H -1.763 -5.062 -0.841 0.0810
H -2.196 -0.886 -0.955 0.0863
H -2.772 -1.242 0.700 0.0448
H -2.064 -1.935 2.472 0.1141
H -1.038 -1.382 3.834 0.1460
H -2.348 0.597 1.941 0.1158
H -4.035 0.149 4.338 0.0871
H -4.000 -1.232 3.191 0.0750
H -4.446 0.371 2.658 0.0833
H -0.605 1.039 3.955 0.0648
H -1.741 2.210 3.364 0.0913
H -2.155 1.302 4.827 0.0903
H 1.147 -0.430 3.352 0.1235
H 3.428 0.206 3.445 0.0424
H 3.998 1.488 1.622 0.0111
H -0.930 1.241 -3.501 0.1311
H 0.469 1.984 -4.199 0.1186
H 0.777 -0.614 -5.150 0.1314
H -1.015 -0.452 -5.022 0.1166
H 3.633 1.516 -3.641 0.1571
H 2.255 2.667 -3.458 0.1226
Zn -4.465 -1.899 -0.881 1.0381
```

The following is a quantum chemistry calculation of an isolated molecule of H3NP2S, from the OMol25 dataset.

- Total energy: -1137.37204 a.u.
- Maximum force: 0.063 hartree/bohr
- Relative energy (zero: lowest compared OMol25 entry of this formula, charge and spin): 53.24 kcal per mole
- LUMO energy (alpha / beta): -1.95 / -1.14 eV
- Total charge: 0
- Highest occupied orbital energy (alpha / beta): -0.285 / -0.306 hartree

Geometry as XYZ:
```
7
Properties=species:S:1:pos:R:3:lowdin_charge:R:1
N -0.371 0.490 -0.444 -0.8236
P -1.589 1.188 0.444 0.7104
P 1.182 -0.204 -0.073 0.1858
S 1.397 -1.513 1.317 0.0382
H -0.151 0.851 -1.481 0.0725
H -1.306 0.181 1.514 -0.1410
H 0.839 -0.993 -1.278 -0.0424
```

The following is a quantum chemistry calculation of a cluster of 8 separate species, C11H39BF3N2O7S in total, from the OMol25 dataset.

- Total energy: -1801.01026 a.u.
- Maximum force: 0.096 hartree/bohr
- LUMO energy: 0.86 eV
- Total charge: -1
- Highest occupied orbital energy: -0.146 hartree

Geometry as XYZ:
```
64
Properties=species:S:1:pos:R:3:lowdin_charge:R:1
N 1.632 0.870 -0.272 0.3628
H 0.798 0.732 0.282 0.1531
H 1.313 1.439 -1.043 0.1486
H 1.930 -0.057 -0.542 0.1575
H 2.371 1.255 0.298 0.1423
N 1.063 2.890 5.558 0.3502
H 0.840 2.603 6.500 0.1539
H 1.783 2.319 5.139 0.1350
H 1.436 3.824 5.461 0.1521
H 0.359 2.690 4.862 0.1421
B 4.068 0.926 3.276 -0.4630
H 3.332 0.254 3.690 -0.1169
H 4.712 0.406 2.585 -0.0964
H 3.556 1.751 2.805 -0.1469
H 4.652 1.274 4.114 -0.1166
C 4.074 -6.363 0.570 -0.6479
F 2.769 -6.516 0.848 0.0914
F 4.742 -7.025 1.521 0.1037
F 4.352 -6.841 -0.629 0.1239
S 4.525 -4.416 0.694 0.4846
O 3.488 -3.669 -0.046 -0.4008
O 4.728 -4.177 2.136 -0.3693
O 5.812 -4.281 0.023 -0.3861
C -3.283 2.904 2.961 -0.4818
O -2.149 2.224 2.533 -0.5198
H -4.139 2.284 3.230 0.0167
H -3.066 3.428 3.892 0.0118
H -3.705 3.588 2.226 0.0236
C 3.285 6.070 -5.420 -0.0602
C 2.807 4.706 -4.778 -0.4345
C 3.328 3.446 -5.378 -0.0774
O 3.515 4.719 -3.522 -0.1031
H 3.106 6.783 -4.615 0.0708
H 2.703 6.464 -6.253 0.0615
H 4.302 6.164 -5.802 0.0718
H 1.741 4.824 -4.579 0.1396
H 3.070 2.654 -4.674 0.0818
H 4.414 3.416 -5.463 0.0840
H 2.954 3.296 -6.391 0.0812
H 4.468 4.654 -3.611 0.0845
C -1.824 -1.165 -3.455 -0.0443
C -2.769 0.052 -3.190 -0.4784
C -4.141 -0.371 -2.584 -0.0636
O -2.250 1.096 -2.377 -0.0633
H -1.115 -0.611 -4.070 0.0720
H -2.342 -1.992 -3.942 0.0751
H -1.469 -1.616 -2.529 0.0770
H -3.143 0.433 -4.140 0.1187
H -3.994 -1.314 -2.057 0.0678
H -4.733 -0.681 -3.445 0.0698
H -4.664 0.315 -1.917 0.0796
H -2.497 1.069 -1.450 0.0849
C -5.870 -3.281 2.483 -0.0575
C -4.458 -3.674 3.006 -0.4487
C -4.148 -5.147 2.882 -0.0727
O -3.392 -2.881 2.340 -0.0675
H -5.988 -3.683 1.477 0.0772
H -5.927 -2.194 2.547 0.0717
H -6.644 -3.699 3.126 0.0703
H -4.400 -3.455 4.072 0.1221
H -5.056 -5.742 2.983 0.0691
H -3.539 -5.591 3.669 0.0759
H -3.778 -5.435 1.897 0.0836
H -3.546 -1.945 2.487 0.0734
```

The following is a quantum chemistry calculation of an isolated molecule of C7H14N2O3, from the OMol25 dataset.

- Structure (SMILES): CC(C)[C@H](N)C(=O)NCC(=O)O
- Total energy: -610.36983 a.u.
- Maximum force: 0.039 hartree/bohr
- Relative energy (zero: lowest compared OMol25 entry of this formula, charge and spin): 22.40 kcal per mole
- LUMO energy: 0.45 eV
- Total charge: 0
- Highest occupied orbital energy: -0.357 hartree

Geometry as XYZ:
```
26
Properties=species:S:1:pos:R:3:lowdin_charge:R:1
C -0.768 -1.371 1.932 -0.0647
C -0.927 -1.580 0.410 -0.3669
C -2.287 -2.319 0.035 -0.0432
C -0.929 -0.250 -0.278 -0.3549
N -1.016 -0.416 -1.711 0.0550
C 0.236 0.598 0.194 -0.4537
O 0.289 1.166 1.265 0.0457
N 1.367 0.576 -0.556 0.0891
C 2.476 1.503 -0.448 -0.0637
C 2.224 3.010 -0.650 -0.5263
O 2.904 3.691 -1.338 0.1268
O 1.172 3.548 -0.021 0.1197
H -0.714 -2.321 2.453 0.0730
H 0.179 -0.759 2.157 0.0985
H -1.628 -0.808 2.295 0.0855
H 0.035 -2.025 0.061 0.1447
H -3.068 -1.584 0.266 0.0839
H -2.450 -3.288 0.505 0.0696
H -2.274 -2.553 -1.040 0.0654
H -1.806 0.297 0.045 0.1564
H -0.237 -0.951 -2.124 0.0891
H -1.082 0.475 -2.204 0.0943
H 1.379 -0.127 -1.277 0.1264
H 3.403 1.161 -0.989 0.1553
H 2.816 1.506 0.554 0.1130
H 0.706 2.823 0.462 0.0820
```